Record 1
68
Properties=species:S:1:pos:R:3:forces:R:3 method="wB97M-V/def2-TZVPD" molar_mass_g_mol=613.31 lumo_energy_ev=-2.1 gap_ev=5.3 total_energy_ev=-73893.1547
C 1.11208 1.79865 4.44670 -0.40 0.59 0.50
C 0.35585 1.18576 3.09054 0.89 0.65 0.53
B 0.63367 2.23542 1.82155 0.61 1.49 1.55
O 1.10354 3.59724 2.24339 -2.77 -2.01 -1.40
C 0.36629 1.82339 0.21558 -0.47 1.20 -0.26
C 0.61424 3.07783 -0.80840 1.16 1.67 -0.98
N 1.41632 2.70107 -2.07235 -0.36 0.79 0.42
C -1.27706 1.51033 0.17050 -0.53 -1.19 0.68
C -1.66307 0.17094 -0.70222 1.07 -0.78 1.10
C -1.63162 -1.22473 0.22107 -0.81 -0.18 0.19
C -2.63436 -2.39793 -0.34979 -0.27 -1.32 0.04
C -2.02976 -3.91876 -0.01477 0.63 0.13 0.51
F -2.93401 -4.63184 0.95377 1.50 1.50 -1.94
N -3.08215 0.26920 -1.21461 0.48 2.15 -1.01
C -4.07624 0.66898 -0.15011 -1.94 0.40 0.15
C -3.22244 1.12840 -2.44570 0.14 -1.91 -6.35
C -3.56789 2.75125 -2.46159 -0.72 0.13 0.34
O -3.11874 0.56248 -3.68078 -0.31 3.44 8.10
C -0.51969 0.02104 -1.86115 -3.12 -0.65 -2.43
F -0.89725 -1.17588 -2.70337 1.55 3.11 2.28
N 0.88105 -0.25470 -1.36999 0.68 -0.78 -0.85
C 1.28016 0.48204 -0.09909 -2.52 -0.66 2.24
S 3.13164 0.72938 0.00964 6.42 5.75 -6.30
O 3.57348 2.24560 0.06914 -3.01 -5.33 1.21
O 3.92032 0.18164 -1.24621 -4.02 0.28 4.75
C 3.96636 -0.06670 1.49252 3.22 0.42 3.63
F 3.35988 0.27042 2.80551 1.52 -1.13 -4.37
F 5.34734 0.55120 1.53875 -4.84 -1.98 -0.48
C 4.21557 -1.67563 1.39320 2.74 -2.19 1.12
F 5.00175 -2.04378 2.63200 -2.59 1.49 -3.88
F 5.05261 -2.12781 0.25546 -3.03 1.99 3.80
C 2.88175 -2.61996 1.42454 -0.15 -4.18 -0.09
F 1.79357 -2.16310 2.31708 3.44 -1.09 -3.47
F 3.33351 -3.94768 1.99020 -1.79 4.79 -1.99
F 2.47545 -2.90798 0.02921 0.89 1.71 5.33
H 2.17562 2.23599 4.21085 -2.15 -0.99 0.30
H 1.22439 1.00540 5.30021 -0.31 1.37 -1.78
H 0.48148 2.70484 4.89811 1.35 -2.02 -1.08
H -0.82233 1.17254 3.24553 2.46 -0.33 -0.17
H 0.80582 0.11912 2.92138 -1.31 1.76 0.24
H 0.35743 4.26389 2.18332 1.43 -0.95 -0.07
H 1.24860 3.96869 -0.32795 -1.59 -2.25 -0.44
H -0.36247 3.59004 -1.21927 1.55 -1.34 1.32
H 2.30544 3.25473 -2.06488 -1.08 -0.93 -0.05
H 0.88963 3.00161 -2.92253 0.66 -0.30 1.04
H -1.90160 2.40450 -0.25583 1.70 -1.53 0.70
H -1.72065 1.31411 1.26153 1.15 0.43 -2.36
H -0.56502 -1.69883 0.29713 -1.87 0.95 -0.12
H -2.02262 -0.94758 1.31000 1.14 -0.52 -2.24
H -2.81819 -2.36924 -1.50497 0.60 0.30 2.29
H -3.70148 -2.32798 0.16160 2.30 -0.10 -0.99
H -1.89637 -4.56892 -0.98711 -0.56 1.26 2.18
H -0.96125 -3.86712 0.51001 -2.50 -0.15 -1.18
H -4.05414 1.80427 0.14644 0.14 -2.06 -0.48
H -4.04372 0.03458 0.83215 0.32 1.04 -2.12
H -5.15747 0.48384 -0.62105 2.40 0.36 1.04
H -2.84639 3.37037 -3.16036 -1.36 -1.71 1.31
H -3.54963 3.25104 -1.40395 0.02 -1.06 -1.91
H -4.67622 2.90990 -2.87576 2.51 -0.56 0.84
H -0.44958 0.91751 -2.61763 -0.25 -1.78 1.62
H 1.51757 -0.04311 -2.19686 -0.45 0.10 1.25
H 0.94855 -1.31045 -1.25237 -0.12 0.30 0.02
H 1.00814 -0.27321 0.78675 0.69 1.57 -1.82
C 0.72255 -4.56654 -2.30746 0.67 -4.12 0.51
O 0.56292 -3.70149 -1.41299 -0.25 1.43 2.25
O 0.69237 -4.01055 -3.51034 -0.10 1.67 -1.82
O 0.89617 -5.80406 -2.24232 -0.35 1.72 0.47
H 0.55028 -3.12365 -3.12164 -0.10 0.19 -1.42

Record 2
42
Properties=species:S:1:pos:R:3:forces:R:3 method="wB97M-V/def2-TZVPD" molar_mass_g_mol=313.25 lumo_energy_ev=1.1 charge=-1 gap_ev=7.9 total_energy_ev=-43999.9515
O 1.81686 1.47819 3.01683 2.61 -3.18 -0.29
H 1.77709 2.33344 2.67832 0.27 3.32 -0.71
H 1.18180 1.04976 2.35557 -1.54 -1.48 -0.66
H 2.69233 1.07656 2.61068 -1.34 0.96 0.56
S 0.17191 -0.08129 0.06761 2.27 -3.54 -4.68
O 0.32417 -1.55493 -0.06668 -0.40 2.94 -0.30
O -1.08291 0.33152 -0.51073 -0.80 0.81 0.85
O 0.26000 0.23033 1.43092 0.19 1.92 6.23
O 1.31718 0.58946 -0.55749 -0.85 0.06 -0.86
O 2.87202 -0.26928 -2.48217 3.41 0.54 -6.27
H 2.74398 0.49580 -3.14531 0.34 -1.96 1.59
H 2.35639 -0.03356 -1.80602 -3.49 1.16 4.07
O 2.09279 3.09245 -0.76992 0.24 1.36 0.40
H 2.46440 3.13887 0.11506 0.34 0.34 -0.13
H 1.87525 2.16827 -0.80315 -0.74 -0.84 -0.50
O -1.85052 -0.42540 -2.79176 -0.27 4.68 0.15
H -1.48866 -0.09529 -1.87258 -0.87 -1.69 -2.47
H -2.11794 0.55199 -3.15540 0.80 -3.80 0.89
O 2.01814 -3.21729 -0.69007 4.75 -6.78 -1.80
H 1.46831 -2.60820 -0.41253 -4.01 4.78 1.99
H 1.66299 -4.07008 -0.33862 0.42 1.15 -0.50
O -3.14624 -0.40488 1.19880 -1.10 1.75 -1.35
H -2.50748 0.04554 0.59873 -0.02 -1.16 0.85
H -2.74030 -0.98089 1.80885 1.10 -0.75 0.76
O -2.13762 2.29035 -1.78298 -2.29 0.89 -2.72
H -1.78542 1.54946 -1.37864 1.14 -2.79 0.97
H -1.74685 2.90692 -1.23967 1.24 2.98 1.54
O -0.70393 0.47372 3.79065 0.13 0.70 -1.95
H -1.06778 1.40628 3.61714 0.70 -2.42 -0.03
H -0.39598 0.04683 2.86417 -1.52 1.67 2.64
O -0.32827 -3.41037 1.44820 6.09 -2.40 -3.82
H -0.05408 -2.67250 0.79496 -0.39 -1.64 1.26
H -0.98743 -3.00689 1.82241 -6.15 3.06 3.66
O 3.52446 0.98077 0.47782 4.15 3.60 4.75
H 2.85410 0.77781 -0.05317 -4.64 -1.70 -3.52
H 4.00490 0.21219 0.63601 1.38 -2.11 0.09
O -1.08984 -3.03150 -1.76118 -0.12 -0.99 0.05
H -1.40565 -2.37100 -2.35810 -0.72 0.63 -0.92
H -0.42134 -2.52928 -1.30126 0.31 -0.09 0.27
O -4.51033 1.11737 -0.90563 -3.55 -0.60 -1.43
H -4.16143 0.83713 -0.11721 -0.23 -2.50 3.96
H -3.74905 1.58160 -1.03245 3.14 3.12 -2.60